186
Properties=species:S:1:pos:R:3 method="wB97M-V/def2-TZVPD" e_tot_ha=-3094.17448 multiplicity=1 molar_mass_g_mol=955.50 e_lumo_ev=0.104
C 1.24260 -4.21642 -4.57625
C 0.82623 -2.98932 -3.73335
C 1.46547 -1.55454 -4.12847
O 0.79477 -1.03980 -5.27832
C 1.45893 -0.01685 -6.01882
N -0.61221 -3.01022 -3.80390
H 2.31968 -4.32898 -4.45255
H 1.04926 -4.14705 -5.64673
H 0.88581 -5.15929 -4.16177
H 1.16856 -3.19227 -2.71860
H 2.52623 -1.73184 -4.30579
H 1.37591 -0.87182 -3.28350
H 2.48811 -0.33139 -6.19193
H 1.42802 0.97802 -5.57453
H 0.88582 -0.08662 -6.94337
H -0.82734 -2.47107 -4.63044
H -0.91829 -2.42245 -3.04170
C 0.61286 -3.99815 3.10413
C 1.04615 -2.59748 3.73520
C 2.51562 -2.29508 3.33033
O 3.27832 -3.23217 3.96640
C 4.66697 -2.96136 3.69148
N 0.14783 -1.54689 3.17931
H 1.07695 -4.82537 3.64118
H 0.75920 -3.96863 2.02440
H -0.42829 -4.09086 3.41321
H 0.88474 -2.65164 4.81182
H 2.84631 -1.31481 3.67359
H 2.69779 -2.36796 2.25814
H 5.26203 -3.59264 4.35139
H 5.10082 -1.96744 3.80111
H 4.94832 -3.24834 2.67827
H -0.81217 -1.85960 3.15232
H 0.35234 -1.51612 2.19071
C -2.55822 2.65452 1.48234
C -2.97842 4.15480 1.51209
C -2.45446 4.93033 2.72707
O -3.01277 4.39840 3.92512
C -2.36225 4.88311 5.07296
N -2.45719 4.71677 0.28586
H -2.93067 2.13241 2.36371
H -1.48293 2.49587 1.40072
H -2.91886 2.13631 0.59380
H -4.05956 4.28981 1.48037
H -2.66630 5.99747 2.66056
H -1.36868 4.84079 2.76101
H -2.50508 5.96354 5.09186
H -1.31527 4.58662 5.00964
H -2.72024 4.50428 6.03027
H -1.44728 4.70312 0.28480
H -2.69895 5.69644 0.24234
C 2.90961 5.76718 2.90409
C 1.76605 5.09770 2.12215
C 1.51714 5.67857 0.69674
O 0.50997 4.99198 -0.04217
C 0.28287 5.44896 -1.34643
N 2.02069 3.62256 2.02654
H 3.83768 5.61233 2.35378
H 2.97862 5.20904 3.83780
H 2.75083 6.83752 3.03552
H 0.86785 5.27570 2.71345
H 2.41122 5.61552 0.07646
H 1.24964 6.73518 0.68474
H 1.17787 5.45738 -1.96850
H -0.07587 6.47614 -1.28078
H -0.41101 4.79719 -1.87731
H 2.92186 3.57140 1.57333
H 1.30548 3.40025 1.34894
C -2.84060 2.14163 -2.44709
C -2.42900 1.71101 -3.81174
C -1.61562 2.70239 -4.59885
O -0.26112 3.05636 -4.18759
C 0.11984 4.29946 -4.66162
N -1.73939 0.44866 -3.71427
H -3.63444 2.88621 -2.50646
H -2.02060 2.64443 -1.93438
H -3.17695 1.30516 -1.83448
H -3.31975 1.41879 -4.36786
H -2.31411 3.53690 -4.66063
H -1.48729 2.21600 -5.56584
H -0.35356 5.20114 -4.27306
H -0.00055 4.39451 -5.74077
H 1.20254 4.32351 -4.53803
H -0.89424 0.65194 -3.19996
H -1.45399 0.27398 -4.66722
C -4.62762 -1.57164 -1.50982
C -5.50427 -2.57327 -2.29944
C -5.99639 -3.85929 -1.58407
O -6.96352 -4.72032 -2.24695
C -7.75671 -5.52304 -1.37804
N -6.62049 -1.76651 -2.73870
H -3.72630 -2.07322 -1.15747
H -5.16052 -1.08238 -0.69451
H -4.31875 -0.75348 -2.16044
H -4.99708 -2.92170 -3.19914
H -6.43413 -3.42815 -0.68374
H -5.12789 -4.41890 -1.23671
H -8.18564 -5.15893 -0.44448
H -7.16747 -6.39800 -1.10353
H -8.62503 -5.89235 -1.92370
H -7.20056 -2.44648 -3.20910
H -6.32017 -1.26398 -3.56173
C 3.54191 -3.78537 -0.45250
C 4.17848 -2.39979 -0.74403
C 5.05814 -2.36152 -2.01949
O 3.07540 -1.50058 -0.95891
H 3.31058 -4.26397 -1.40410
H 2.62439 -3.73232 0.13355
H 4.19901 -4.46004 0.09627
H 4.77364 -2.02553 0.08892
H 5.21240 -1.29796 -2.20153
H 4.55912 -2.80110 -2.88311
H 6.00807 -2.87837 -1.88309
H 3.46186 -0.68122 -1.27653
C -1.03531 -4.58698 -0.32258
C -1.41889 -5.74896 -1.33374
C -2.44294 -6.78310 -0.83070
O -2.02597 -5.22283 -2.46154
H -0.55400 -3.83102 -0.94303
H -0.39077 -4.83745 0.52000
H -1.98061 -4.16434 0.01782
H -0.51005 -6.27514 -1.62570
H -3.42804 -6.35441 -0.64658
H -2.03124 -7.33794 0.01236
H -2.52759 -7.54667 -1.60394
H -1.56575 -4.46435 -2.82827
C -4.47452 -1.08692 2.76373
C -3.86643 -2.46095 3.01902
C -3.81616 -3.32872 1.73852
O -2.61661 -2.34996 3.60262
H -4.29395 -0.35840 3.55414
H -5.56198 -1.15069 2.72569
H -4.12760 -0.54225 1.88561
H -4.42663 -3.00010 3.78295
H -4.79264 -3.56968 1.31835
H -3.31880 -4.26908 1.97611
H -3.17207 -2.84294 1.00553
H -2.64986 -1.71948 4.32580
C -0.22676 2.06052 4.44028
C 0.95400 1.33281 5.06664
C 1.25894 2.02410 6.41787
O 0.53567 0.01074 5.41918
H -0.80389 1.49930 3.70540
H -0.03408 3.02700 3.97455
H -0.92653 2.35674 5.22173
H 1.77802 1.19919 4.36576
H 1.89211 1.38816 7.03656
H 0.34386 2.17402 6.99080
H 1.78126 2.97741 6.33717
H 0.33539 -0.49384 4.62743
C 3.99276 0.86606 2.32443
C 5.13713 1.81612 1.89564
C 6.28045 0.98857 1.22628
O 4.64216 2.68693 0.90859
H 4.17432 0.29515 3.23503
H 3.70185 0.28355 1.45027
H 3.16510 1.50156 2.63946
H 5.43046 2.23662 2.85754
H 6.66611 0.23666 1.91476
H 7.09937 1.59200 0.83468
H 5.91084 0.46035 0.34738
H 5.28406 3.37813 0.73024
C 3.14228 3.12418 -2.01639
C 3.31285 1.67773 -2.51919
C 4.08323 1.55649 -3.83371
O 3.96890 1.10036 -1.44357
H 4.11850 3.54299 -1.77209
H 2.43780 3.21475 -1.18959
H 2.70347 3.70183 -2.82995
H 2.33074 1.21632 -2.62245
H 3.45662 1.81909 -4.68607
H 4.46766 0.55089 -4.00422
H 4.92257 2.25012 -3.78394
H 4.40511 1.78334 -0.92891
C -1.47300 -0.58956 0.16579
C -0.01047 -0.33586 -0.19442
C 0.45321 1.05284 0.22716
O 0.82398 -1.27069 0.41153
H -1.57531 -0.54320 1.24998
H -1.73606 -1.62770 -0.03714
H -2.19052 0.09374 -0.28849
H 0.17989 -0.50690 -1.25395
H -0.03160 1.82984 -0.36387
H 1.51265 1.23191 0.04376
H 0.10978 1.24175 1.24425
H 1.59516 -1.40519 -0.14417

24
Properties=species:S:1:pos:R:3 method="wB97M-V/def2-TZVPD" e_tot_ha=-480.63195 multiplicity=1 molar_mass_g_mol=151.21 e_lumo_ev=0.888 smiles=CCc1ccc(O)c(CN)c1
C -3.34197 -0.40800 0.75058
C -2.56497 -0.16357 -0.64967
C -1.10753 0.24911 -0.42960
C -0.75625 1.53671 -0.02137
C 0.54265 1.97909 0.12862
C 1.60439 1.12344 -0.21159
O 2.77491 1.68309 -0.17239
C 1.33619 -0.25726 -0.41466
C 2.57043 -1.27354 -0.50336
N 2.75059 -1.22512 0.87912
C 0.02121 -0.57808 -0.69311
H -3.46804 0.53733 1.15432
H -2.82997 -1.24118 1.28770
H -4.36139 -0.76652 0.47568
H -2.63154 -1.13456 -1.27802
H -3.20859 0.66749 -1.21073
H -1.74864 1.90747 0.25925
H 0.67455 2.86129 0.76158
H 2.71150 2.47388 0.44651
H 3.39301 -0.83075 -0.88156
H 2.36052 -2.14151 -1.27006
H 3.43079 -1.95013 1.10121
H 1.98574 -1.47938 1.51486
H -0.13759 -1.56929 -1.02332

Summary of relative energy (zero: lowest compared OMol25 entry of this formula, charge and spin) in kcal/mol
54.8; 78.6
(order as listed above)
Summary of frontier orbital gap in eV
8.680; 8.795
(order as listed above)